Below is a molecular structure, C37H37CoN5O5S2, with properties calculated with ωB97M-V/def2-TZVPD.

Last column: Mulliken charge in e.
Positions of all 87 atoms, in Å:
Co: 0.2008 0.1520 1.3302  2.213
O: 0.1126 -1.1640 2.9390  -0.588
C: 0.3567 -0.8761 4.1720  -0.336
C: 0.8485 -1.8877 5.0404  -0.257
C: 1.0469 -1.6755 6.3872  -0.446
C: 0.7685 -0.4348 6.9636  -0.719
C: 0.3076 0.5749 6.1378  -0.641
C: 0.1026 0.3988 4.7671  0.945
C: -0.3650 1.5542 4.0145  -0.824
N: -0.4821 1.5929 2.7471  1.000
N: -0.9243 2.7878 2.2091  -1.109
C: -0.8802 2.7193 0.8972  0.138
O: -0.5128 1.7293 0.1934  -0.066
C: -1.3219 3.9527 0.1616  -0.289
C: -1.3562 3.9312 -1.2291  -0.110
C: -1.7675 5.0474 -1.9431  -0.830
C: -2.1430 6.2035 -1.2727  -0.434
C: -2.1041 6.2332 0.1167  -0.567
C: -1.6966 5.1154 0.8295  -0.432
H: 1.0826 -2.8446 4.5877  0.355
H: 1.4324 -2.4836 7.0011  0.358
H: 0.9251 -0.2597 8.0207  0.353
H: 0.0994 1.5555 6.5570  0.308
H: -0.6031 2.4567 4.5842  0.195
H: -1.0470 3.0221 -1.7263  0.639
H: -1.7921 5.0176 -3.0268  0.414
H: -2.4600 7.0785 -1.8288  0.363
H: -2.3892 7.1354 0.6461  0.368
H: -1.6569 5.1187 1.9103  0.460
O: 4.3020 0.8995 1.6580  -0.806
C: 3.2205 0.3199 1.5141  0.320
O: 2.0774 0.8660 1.6138  -0.846
C: 3.2980 -1.1974 1.2863  -0.112
C: 4.3880 -1.8238 1.8938  -0.795
C: 4.6189 -3.1843 1.7917  -0.541
C: 3.7453 -3.9552 1.0325  -0.502
C: 2.6675 -3.3520 0.4124  -0.818
C: 2.4075 -1.9763 0.5284  0.999
S: 0.9771 -1.3817 -0.3222  -0.643
H: 5.0639 -1.1841 2.4465  0.409
H: 5.4696 -3.6364 2.2898  0.359
H: 3.9004 -5.0243 0.9256  0.321
H: 1.9786 -3.9436 -0.1794  0.408
C: -2.9014 -0.4760 -3.0465  -1.743
C: -1.6461 0.0125 -2.3389  0.870
C: -0.6268 0.5343 -3.3365  -0.973
N: 0.5398 1.0942 -2.6656  1.083
C: 1.2349 2.1553 -3.0317  -0.359
S: 2.4425 2.8781 -2.1585  -0.298
N: 0.8541 2.7499 -4.2756  0.149
C: 0.9536 2.2400 -5.5438  -0.016
O: 0.7037 2.9408 -6.5126  -0.714
C: 1.3747 0.8124 -5.7328  0.449
C: 2.3826 0.2231 -4.9765  0.160
C: 2.7296 -1.1004 -5.2079  -0.739
C: 2.0781 -1.8306 -6.1907  -0.361
C: 1.0907 -1.2330 -6.9645  -0.540
C: 0.7464 0.0896 -6.7414  -0.433
H: -3.6173 -0.8657 -2.3217  0.449
H: -2.6747 -1.2750 -3.7592  0.353
H: -3.3888 0.3333 -3.5990  0.350
H: -1.2054 -0.8036 -1.7657  -0.078
H: -1.8825 0.7889 -1.6125  0.087
H: -1.0744 1.3178 -3.9537  0.505
H: -0.3170 -0.2759 -4.0058  0.207
H: 0.8317 0.6375 -1.7948  -0.903
H: 0.9483 3.7562 -4.2511  0.325
H: 2.8909 0.7860 -4.2035  0.352
H: 3.4960 -1.5633 -4.6006  0.437
H: 2.3373 -2.8698 -6.3518  0.374
H: 0.5843 -1.8020 -7.7344  0.368
H: -0.0165 0.5766 -7.3346  0.419
C: -2.8302 -2.2385 3.8747  -1.442
C: -2.6619 -2.7156 2.4302  2.710
C: -1.5188 -3.7324 2.3157  -1.428
C: -3.9777 -3.3233 1.9195  -1.974
C: -2.3533 -1.5632 1.5692  -0.461
N: -2.1538 -0.6756 0.8672  -0.409
H: -3.0943 -3.0961 4.4986  0.444
H: -3.6250 -1.4940 3.9479  0.362
H: -1.9087 -1.8023 4.2540  0.109
H: -1.7160 -4.5665 2.9945  0.437
H: -0.5751 -3.2481 2.5675  0.063
H: -1.4457 -4.1130 1.2954  0.380
H: -4.2275 -4.1933 2.5313  0.432
H: -3.8818 -3.6433 0.8815  0.392
H: -4.7950 -2.6034 1.9866  0.388

- strongest force on any atom (Eh/bohr) = 0.00810
- DFT total energy (Eh) = -4261.47121
- LUMO energy (spin up / spin down) (eV) = 4.1 / 4.1
- <S²> = 3.758
- energy relative to the best compared isomer or geometry (same formula, charge and spin) (kJ/mol) = 0.0
- highest occupied orbital energy (spin up / spin down) (eV) = -1.89 / -1.97
- charge = -2
- Kohn-Sham gap (spin up / spin down) (eV) = 6.02 / 6.10
- 2S+1 = 4

Below is C5H8N2OS in the gas phase at a distorted geometry, with properties calculated with ωB97M-V/def2-TZVPD.

Last column: Mulliken charge in e.
Positions of all 17 atoms, in Å:
C: 1.1224 -0.6633 -1.3746  0.322
C: -0.2305 1.2604 0.3924  -0.533
C: 1.3331 1.0298 0.3472  -0.594
C: -2.1308 -1.4501 1.2253  -0.754
C: -0.8792 0.0049 -0.1004  0.197
N: 1.7721 0.3817 -0.8776  -0.138
N: -0.1531 -0.8065 -0.9042  -0.101
O: 1.5796 -1.3065 -2.2770  -0.652
S: -2.5915 -0.1943 0.1768  -0.134
H: -0.5944 1.4117 1.3296  0.390
H: -0.3090 2.2620 -0.0672  0.251
H: 1.8350 2.0038 0.3812  0.402
H: 1.5898 0.5364 1.3105  0.212
H: -2.4854 -2.3925 1.0039  0.387
H: -1.7685 -1.1702 2.2040  0.267
H: 2.5989 0.6205 -1.3978  0.232
H: -0.6885 -1.5277 -1.3722  0.246

- strongest force on any atom (Eh/bohr) = 0.07643
- DFT total energy (Eh) = -778.16074
- LUMO energy (spin up / spin down) (eV) = 0.2 / -0.1
- energy relative to the best compared isomer or geometry (same formula, charge and spin) (kJ/mol) = 365.1
- highest occupied orbital energy (spin up / spin down) (eV) = -7.87 / -7.09
- Kohn-Sham gap (spin up / spin down) (eV) = 8.04 / 6.99

Below is 5 unconnected molecules or ions with the total composition C24H44ClN8 at a distorted geometry, with properties calculated with ωB97M-V/def2-TZVPD.

Last column: Mulliken charge in e.
Positions of all 77 atoms, in Å:
C: 3.0059 16.4129 4.2810  -1.100
C: 4.2041 17.3611 4.1885  -0.507
N: 4.6557 17.5343 2.8109  0.154
C: 5.5930 18.4977 2.4907  -0.506
C: 5.7479 18.4621 1.1423  -0.378
N: 4.8513 17.5484 0.6493  0.076
C: 4.2082 16.9976 1.6814  -0.014
C: 4.5921 17.2668 -0.7567  -0.831
H: 2.7892 16.1978 5.3236  0.096
H: 3.1593 15.4572 3.7753  0.518
H: 2.1141 16.8782 3.8562  0.467
H: 5.0437 16.9475 4.7458  0.338
H: 3.9174 18.3439 4.5555  0.332
H: 6.0446 19.1156 3.2458  0.459
H: 6.2970 19.0344 0.4129  0.466
H: 3.3847 16.3083 1.6355  0.390
H: 3.8765 17.9842 -1.1569  0.348
H: 4.0748 16.3088 -0.8022  0.311
H: 5.4916 17.2253 -1.3601  0.355
C: 2.1588 14.5638 7.5260  -1.139
C: 1.0631 15.6286 7.4339  -0.655
N: -0.1305 15.1419 6.7349  0.413
C: -1.2573 14.6428 7.3164  -0.564
C: -2.1680 14.3952 6.3475  -0.449
N: -1.5203 14.6197 5.1615  0.159
C: -0.3157 15.1405 5.4009  -0.148
C: -2.1929 14.6284 3.8442  -0.831
H: 2.0736 13.9023 6.6568  0.336
H: 2.0103 13.9154 8.3851  0.363
H: 3.1671 14.9642 7.4641  0.355
H: 1.3132 16.5904 6.9878  0.409
H: 0.7001 15.8211 8.4448  0.363
H: -1.3707 14.5029 8.3794  0.546
H: -3.1704 14.0049 6.3508  0.501
H: 0.4044 15.4940 4.6871  0.249
H: -2.5314 15.6466 3.6565  0.359
H: -3.0738 13.9973 3.8921  0.322
H: -1.4701 14.3176 3.0988  0.307
C: -5.3919 22.5033 9.2768  -1.125
C: -4.6367 22.4344 7.9516  -0.462
N: -3.8329 21.2069 7.8854  0.180
C: -2.4678 21.1183 8.1029  -0.630
C: -2.1278 19.8320 7.8144  -0.471
N: -3.2766 19.1448 7.5552  0.270
C: -4.2999 20.0025 7.5901  0.002
C: -3.2654 17.6961 7.3723  -0.920
H: -5.9475 23.4355 9.3797  0.380
H: -4.6677 22.5268 10.0960  0.339
H: -6.0823 21.6846 9.4700  0.348
H: -3.9897 23.3052 7.8943  0.215
H: -5.3488 22.4491 7.1295  0.372
H: -2.0070 22.0555 8.3619  0.480
H: -1.1774 19.3225 7.8145  0.464
H: -5.3119 19.7594 7.3119  0.420
H: -4.2528 17.3244 7.1157  0.330
H: -2.8939 17.2223 8.2761  0.367
H: -2.5830 17.4914 6.5464  0.356
C: -0.1368 26.2950 4.7076  -1.196
C: -0.8104 24.9406 4.4563  -0.280
N: -0.1146 23.8951 5.2271  0.211
C: 0.3110 22.6870 4.7338  -0.580
C: 0.8595 21.9776 5.7548  -0.552
N: 0.7102 22.7537 6.8813  0.218
C: 0.0981 23.8897 6.5424  -0.183
C: 1.3164 22.4617 8.1678  -0.913
H: 0.9512 26.2684 4.6500  0.363
H: -0.3943 26.6601 5.7034  0.357
H: -0.4574 27.0395 3.9817  0.389
H: -0.7365 24.7206 3.3954  0.326
H: -1.8444 24.9088 4.7903  0.248
H: 0.3666 22.5510 3.6670  0.416
H: 1.4257 21.0629 5.8034  0.647
H: -0.0352 24.7453 7.1841  0.405
H: 1.0163 21.4587 8.4645  0.320
H: 1.0994 23.1731 8.9598  0.347
H: 2.3973 22.5146 8.0232  0.406
Cl: 0.2059 18.5328 5.3165  -0.732

- strongest force on any atom (Eh/bohr) = 0.02530
- DFT total energy (Eh) = -1838.31392
- LUMO energy (eV) = -6.2
- energy relative to the best compared isomer or geometry (same formula, charge and spin) (kJ/mol) = 34.9
- highest occupied orbital energy (eV) = -15.11
- charge = +3
- Kohn-Sham gap (eV) = 8.92

Below is a molecular structure, C19H18NORu at a distorted geometry, with properties calculated with ωB97M-V/def2-TZVPD.

Last column: Mulliken charge in e.
Positions of all 40 atoms, in Å:
C: 0.3847 -1.9841 4.1503  0.056
C: -0.9638 -2.0533 3.4442  -0.908
C: -0.8019 -2.1596 2.0452  -0.115
H: -1.8918 -2.1421 4.0067  0.450
C: 0.5655 -1.8745 1.7303  -0.150
C: 1.2473 -1.5566 2.9608  -0.792
H: 2.3379 -1.4295 3.0327  0.540
H: 0.7441 -2.9077 4.6112  0.496
H: -1.5528 -2.4929 1.3284  0.495
H: 1.0471 -1.9953 0.7556  0.428
C: -1.0171 2.3088 2.4940  -0.251
C: -0.6677 2.3189 3.8759  -0.419
C: 0.7319 2.0171 3.9728  -0.532
H: -1.3444 2.4668 4.7066  0.412
C: 1.2552 1.8236 2.6455  -0.368
C: 0.1399 1.9766 1.7227  -0.652
H: 0.1851 1.8419 0.6441  0.528
H: -1.9901 2.5794 2.0928  0.452
H: 1.3003 2.0004 4.8988  0.556
H: 2.2847 1.6128 2.3604  0.456
Ru: -0.0438 0.2146 2.9452  0.486
O: -0.2092 -0.1696 -1.4476  -0.350
C: -1.4029 -0.8292 -1.9232  -0.409
C: -0.0836 -0.9484 -2.6983  -0.083
H: -1.7105 -1.7022 -1.3320  0.197
H: -2.1797 -0.1887 -2.3735  0.273
H: 0.4374 -1.9161 -2.5928  0.349
H: 0.8831 -1.9251 -5.0168  0.344
C: 0.6020 -0.8741 -5.1141  -0.234
C: 0.0899 -0.2181 -3.9673  0.408
C: -0.2941 1.1379 -4.0714  -0.536
H: -0.6952 1.6609 -3.2007  0.309
C: -0.1460 1.8147 -5.2820  -0.266
H: -0.4220 2.8686 -5.3478  0.387
C: 0.3505 1.1520 -6.4154  -0.626
H: 0.4547 1.6808 -7.3662  0.366
C: 0.7125 -0.2018 -6.3259  -0.532
H: 1.0827 -0.7352 -7.2032  0.382
N: 0.2487 -0.2921 6.1386  -0.510
C: 0.3316 -0.8794 5.1155  0.363

- strongest force on any atom (Eh/bohr) = 0.08380
- DFT total energy (Eh) = -959.08707
- LUMO energy (spin up / spin down) (eV) = -4.1 / -5.5
- <S²> = 6.032
- energy relative to the best compared isomer or geometry (same formula, charge and spin) (kJ/mol) = 58.4
- highest occupied orbital energy (spin up / spin down) (eV) = -6.50 / -10.68
- charge = +1
- Kohn-Sham gap (spin up / spin down) (eV) = 2.35 / 5.14
- 2S+1 = 5

Below is C3H9N3O in the gas phase at a distorted geometry, with properties calculated with ωB97M-V/def2-TZVPD.

Last column: Mulliken charge in e.
Positions of all 16 atoms, in Å:
C: -1.5571 -1.5274 -0.5699  -1.031
C: -1.3158 -0.3874 0.0544  0.230
O: -2.3680 0.3575 0.6301  -0.529
C: 0.0122 0.1856 0.4499  0.359
N: -0.0546 1.6318 0.4759  -0.745
N: 1.0068 -0.4207 -0.5073  -0.232
N: 2.3493 -0.0317 -0.0956  -0.658
H: -0.7500 -2.1455 -0.9123  0.351
H: -2.5676 -1.8630 -0.7149  0.295
H: -2.0218 1.2332 0.8719  0.377
H: 0.2884 -0.1616 1.4551  0.384
H: -0.2551 2.0060 -0.4472  0.199
H: 0.8030 2.0272 0.8411  0.271
H: 0.8521 -0.0004 -1.4232  0.256
H: 3.0016 -0.3027 -0.8279  0.256
H: 2.5765 -0.6009 0.7199  0.216

- strongest force on any atom (Eh/bohr) = 0.04841
- DFT total energy (Eh) = -359.15437
- LUMO energy (eV) = 0.9
- energy relative to the best compared isomer or geometry (same formula, charge and spin) (kJ/mol) = 236.5
- SMILES = C=C(O)[C@H](N)NN
- highest occupied orbital energy (eV) = -8.39
- Kohn-Sham gap (eV) = 9.33

Number 2 is which compound? C5H8N2OS

What is the formula in the second record? C5H8N2OS

The highest energy relative to the best compared isomer or geometry (same formula, charge and spin) belongs to which entry? C5H8N2OS